1.
Below is 2 unconnected molecules or ions with the total composition C2H4N2O3S at a distorted geometry, with properties calculated with the ωB97M-V functional and the def2-TZVPD basis.

Computed properties:
Kohn-Sham gap (spin up / spin down) ... 4.841 / 7.630 eV
Highest occupied orbital energy (spin up / spin down) ... -4.22 / -10.03 eV
Max |F| ... 2.86 eV Å⁻¹
2S+1 ... 3

Last column: Mulliken spin population.
Geometry (Å):
C1 -2.403 0.268 -0.520  0.264
C2 0.884 0.225 0.123  0.410
N1 0.963 1.415 0.832  0.030
N2 0.127 -0.694 0.625  0.023
O1 -3.135 0.051 0.328  -0.069
O2 1.556 0.329 -1.058  -0.091
O3 -1.738 0.382 -1.454  -0.102
S1 0.011 -2.113 -0.192  1.242
H1 0.332 -2.917 0.940  0.285
H2 0.250 1.371 1.581  -0.006
H3 1.434 2.212 0.298  -0.004
H4 1.718 -0.528 -1.502  0.017



2.
Below is a single C12H12N2O2 molecule, with properties calculated with the ωB97M-V functional and the def2-TZVPD basis.

Computed properties:
Kohn-Sham gap ... 8.700 eV
SMILES ... COc1cccc(Oc2ccc(N)cn2)c1
Highest occupied orbital energy ... -7.82 eV
Max |F| ... 0.88 eV Å⁻¹

Last column: Löwdin charge in e.
Geometry (Å):
C1 4.767 -0.895 -1.292  -0.089
O1 3.764 -1.226 -2.222  -0.081
C2 2.481 -0.865 -1.949  -0.274
C3 1.533 -1.196 -2.920  -0.018
C4 0.210 -0.859 -2.734  -0.074
C5 -0.204 -0.200 -1.588  -0.036
C6 0.733 0.113 -0.614  -0.255
O2 0.433 0.806 0.529  0.053
C7 -0.806 0.700 1.090  -0.344
C8 -1.504 -0.509 1.157  -0.006
C9 -2.717 -0.529 1.812  -0.014
C10 -3.210 0.645 2.391  -0.320
N1 -4.453 0.689 2.985  0.089
C11 -2.413 1.786 2.275  -0.097
N2 -1.257 1.811 1.645  0.147
C12 2.075 -0.213 -0.793  0.060
H1 5.699 -1.259 -1.723  0.092
H2 4.835 0.187 -1.144  0.097
H3 4.599 -1.384 -0.328  0.096
H4 1.864 -1.708 -3.809  0.114
H5 -0.516 -1.105 -3.495  0.107
H6 -1.239 0.080 -1.458  0.117
H7 -1.093 -1.404 0.716  0.121
H8 -3.284 -1.446 1.885  0.112
H9 -4.621 1.463 3.606  0.089
H10 -4.832 -0.191 3.297  0.089
H11 -2.728 2.725 2.711  0.111
H12 2.766 0.066 -0.014  0.116



3.
Below is a molecular structure, C41H78GeN3O3PSSi3Ti at a distorted geometry, with properties calculated with the ωB97M-V functional and the def2-TZVPD basis.

Computed properties:
Kohn-Sham gap (spin up / spin down) ... 6.413 / 6.379 eV
Highest occupied orbital energy (spin up / spin down) ... -4.36 / -4.33 eV
Net charge ... -1
Max |F| ... 1.43 eV Å⁻¹
2S+1 ... 2

Last column: Mulliken spin population.
Geometry (Å):
Ti1 0.084 -1.888 -0.783  1.020
N1 -0.979 0.013 -0.278  0.007
N2 -2.355 -0.178 -0.520  0.008
C1 -2.776 -1.518 -0.538  0.000
O1 -3.929 -1.784 -0.252  0.000
O2 -1.835 -2.344 -0.894  -0.029
H1 -0.811 0.297 0.689  -0.030
H2 -0.609 0.724 -0.902  0.012
H3 -2.976 0.435 -0.015  0.001
C2 -2.248 -4.388 1.483  0.007
C3 -1.213 -4.091 2.563  0.001
C4 -1.757 -4.489 3.942  0.001
C5 -0.747 -2.649 2.645  0.014
C6 0.595 -2.372 2.828  -0.009
C7 1.081 -1.118 3.223  0.002
C8 2.592 -1.136 3.495  0.001
C9 3.365 -1.419 2.202  0.001
C10 3.239 0.017 4.262  0.000
C11 0.157 -0.074 3.398  0.000
C12 -1.217 -0.333 3.182  0.004
C13 -1.641 -1.590 2.782  0.001
C14 -2.283 0.673 3.585  0.003
C15 -3.339 0.902 2.508  0.000
C16 -2.931 0.234 4.902  0.000
C17 0.534 1.231 4.051  0.000
C18 0.703 1.166 5.436  0.000
C19 1.054 2.270 6.190  0.000
C20 1.251 3.488 5.558  0.000
C21 1.049 3.581 4.192  0.000
C22 0.667 2.483 3.412  0.002
P1 0.188 2.699 1.642  -0.005
C23 1.821 3.123 0.794  0.000
C24 2.674 4.244 1.388  0.000
C25 1.553 3.400 -0.691  0.001
C26 2.638 1.837 0.889  0.002
C27 -0.919 4.251 1.597  0.000
C28 -0.264 5.636 1.591  0.000
C29 -1.925 4.213 2.753  0.000
C30 -1.716 4.099 0.288  0.001
H4 -2.605 -5.414 1.596  0.000
H5 -1.831 -4.281 0.485  -0.001
H6 -3.113 -3.724 1.544  0.000
H7 -0.327 -4.701 2.368  0.000
H8 -2.674 -3.937 4.167  0.000
H9 -1.032 -4.278 4.732  0.000
H10 -1.991 -5.555 3.963  0.000
H11 1.295 -3.200 2.755  -0.002
H12 2.727 -2.021 4.126  0.000
H13 3.262 -0.601 1.497  -0.001
H14 3.009 -2.322 1.707  -0.001
H15 4.426 -1.552 2.425  0.000
H16 3.063 0.994 3.813  0.000
H17 4.318 -0.149 4.279  0.000
H18 2.897 0.067 5.297  0.000
H19 -2.703 -1.780 2.663  0.003
H20 -1.791 1.626 3.774  0.000
H21 -3.759 -0.030 2.123  0.000
H22 -2.908 1.454 1.670  0.000
H23 -4.164 1.501 2.904  0.000
H24 -3.475 -0.705 4.770  0.000
H25 -3.636 0.990 5.256  0.000
H26 -2.176 0.078 5.675  0.000
H27 0.562 0.207 5.921  0.000
H28 1.178 2.178 7.262  0.000
H29 1.544 4.363 6.124  0.000
H30 1.178 4.542 3.714  0.000
H31 2.233 5.231 1.274  0.000
H32 3.637 4.254 0.866  0.000
H33 2.884 4.068 2.444  0.000
H34 1.078 4.366 -0.861  0.000
H35 0.931 2.623 -1.144  -0.001
H36 2.504 3.400 -1.231  0.000
H37 2.990 1.685 1.910  0.000
H38 3.517 1.924 0.243  0.000
H39 2.083 0.955 0.567  0.003
H40 0.367 5.814 2.460  0.000
H41 -1.056 6.392 1.604  0.000
H42 0.330 5.807 0.696  0.000
H43 -1.457 4.409 3.717  0.000
H44 -2.444 3.257 2.811  0.000
H45 -2.682 4.984 2.580  0.000
H46 -2.319 3.190 0.301  -0.001
H47 -2.388 4.953 0.165  0.000
H48 -1.068 4.054 -0.587  0.000
S1 2.135 -5.810 1.042  0.015
C31 1.446 -4.611 0.211  0.040
N3 0.941 -3.738 -0.392  -0.046
C32 0.177 -3.390 -6.029  0.005
Si1 0.363 -3.106 -4.158  0.040
C33 -0.728 -4.444 -3.381  0.003
C34 2.161 -3.599 -3.819  0.008
Ge1 -0.051 -0.836 -3.431  0.003
Si2 1.383 0.437 -4.840  -0.002
C35 0.659 2.193 -4.864  0.000
C36 1.623 -0.067 -6.647  -0.003
C37 3.144 0.651 -4.182  0.000
Si3 -2.177 -0.575 -4.498  0.004
C38 -3.306 -2.069 -4.283  0.001
C39 -2.115 -0.234 -6.364  -0.003
C40 -3.102 0.919 -3.784  0.001
H49 0.310 -4.452 -6.264  0.001
H50 0.919 -2.823 -6.594  -0.001
H51 -0.812 -3.094 -6.386  -0.001
H52 -0.169 -5.385 -3.398  0.001
H53 -1.628 -4.579 -3.985  0.001
H54 -1.045 -4.257 -2.356  -0.001
H55 2.350 -4.576 -4.277  0.000
H56 2.389 -3.676 -2.755  -0.004
H57 2.853 -2.880 -4.269  0.000
H58 -0.415 2.186 -5.057  0.000
H59 0.813 2.661 -3.887  0.000
H60 1.138 2.823 -5.620  0.000
H61 0.693 -0.329 -7.152  0.000
H62 2.309 -0.913 -6.736  0.000
H63 2.072 0.784 -7.169  -0.001
H64 3.139 1.073 -3.174  0.000
H65 3.702 1.329 -4.836  0.000
H66 3.688 -0.296 -4.145  0.000
H67 -2.934 -2.914 -4.867  0.000
H68 -4.311 -1.828 -4.646  0.000
H69 -3.384 -2.390 -3.243  0.001
H70 -1.676 -1.067 -6.917  0.000
H71 -1.534 0.661 -6.597  0.000
H72 -3.133 -0.079 -6.737  0.000
H73 -3.416 0.726 -2.757  -0.001
H74 -3.990 1.144 -4.383  0.000
H75 -2.463 1.806 -3.778  0.000
C41 3.001 -1.240 -1.135  0.016
O3 1.691 -0.974 -0.732  -0.079
H76 3.695 -0.513 -0.697  0.001
H77 3.085 -1.173 -2.223  -0.013
H78 3.320 -2.243 -0.831  0.000



> max |F| of number 1 (C2H4N2O3S)?

2.86 eV Å⁻¹